No. 1
DFT (ωB97M-V/def2-TZVPD) results for a cluster of 2 separate species, C23H32N3O in total.

Geometry as XYZ:
```
59
Properties=species:S:1:pos:R:3
C -3.39 3.28 1.58
N -2.12 2.66 1.28
C -1.77 1.30 1.59
C -2.73 0.16 1.14
C -2.73 0.09 -0.39
C -4.14 0.32 1.69
C -2.17 -1.10 1.78
N -0.43 1.21 0.99
C 0.17 2.51 1.20
C 1.34 2.87 0.29
C 2.60 2.13 0.69
C 3.31 2.54 1.81
C 4.38 1.77 2.28
C 4.69 0.56 1.64
C 3.99 0.17 0.49
C 2.99 1.00 -0.03
C -1.01 3.43 1.01
O -0.99 4.60 0.64
H -3.25 4.37 1.56
H -4.16 3.00 0.86
H -3.72 2.98 2.58
H -1.69 1.23 2.70
H -1.71 0.14 -0.78
H -3.16 -0.88 -0.69
H -3.33 0.90 -0.83
H -4.12 0.55 2.77
H -4.73 1.07 1.16
H -4.66 -0.64 1.58
H -2.05 -0.97 2.87
H -2.84 -1.96 1.61
H -1.22 -1.36 1.33
H 0.12 0.46 1.41
H 0.51 2.61 2.26
H 1.06 2.67 -0.76
H 1.49 3.95 0.43
H 3.02 3.47 2.32
H 4.95 2.11 3.14
H 5.47 -0.08 2.05
H 4.22 -0.76 -0.02
H 2.48 0.77 -0.97
C -0.48 -3.62 -0.57
N 0.29 -2.49 -1.11
C 0.77 -2.60 -2.43
C 1.97 -1.96 -2.81
C 2.54 -2.24 -4.06
C 1.90 -3.09 -4.97
C 0.69 -3.71 -4.60
C 0.14 -3.46 -3.34
C 0.47 -1.41 -0.34
H -0.21 -4.54 -1.11
H -0.26 -3.76 0.49
H -1.56 -3.45 -0.69
H 2.47 -1.29 -2.11
H 3.50 -1.78 -4.32
H 2.33 -3.28 -5.96
H 0.18 -4.38 -5.28
H -0.79 -3.95 -3.03
H 0.93 -0.52 -0.77
H 0.45 -1.60 0.74
```

Calculated values
- Gap between HOMO and LUMO: 6.51 eV
- LUMO: -4.991 eV
- E_HOMO: -11.50 eV
- Charge: +1
- E: -1134.86574 Ha

natural (NBO) atomic charge list, values in e, 6 entries: -0.411 -0.448 0.161 -0.080 -0.615 -0.609

***

No. 2
DFT (ωB97M-V/def2-TZVPD) results for an isolated molecule of C23H32N4O4.

Geometry as XYZ:
```
63
Properties=species:S:1:pos:R:3
C -1.56 0.13 -0.06
C -0.57 1.13 -0.51
C -0.29 1.55 -1.79
C -0.93 1.09 -3.04
O -1.69 0.14 -3.03
N -0.65 1.74 -4.19
C 0.18 2.91 -4.40
C -0.10 3.31 -5.85
H 0.74 3.81 -6.31
C -0.43 1.97 -6.51
C -1.23 1.26 -5.43
H -1.16 0.17 -5.47
H -2.29 1.53 -5.47
H -0.99 2.08 -7.44
H 0.49 1.42 -6.72
H -0.97 3.96 -5.90
H -0.07 3.71 -3.70
H 1.24 2.66 -4.27
O 0.71 2.49 -1.79
C 1.08 2.66 -0.51
C 0.33 1.86 0.32
C 0.62 1.90 1.73
N -0.06 1.44 2.76
N 0.66 1.74 3.84
C 1.80 2.40 3.52
C 1.81 2.54 2.15
C 2.81 3.12 1.20
H 3.53 2.34 0.94
H 3.37 3.93 1.68
C 2.12 3.63 -0.08
H 1.64 4.59 0.13
H 2.85 3.78 -0.87
H 2.49 2.72 4.27
C 0.23 1.33 5.15
H 0.95 1.69 5.89
H -0.76 1.76 5.37
C 0.12 -0.20 5.27
O 0.66 -0.82 6.16
N -0.66 -0.73 4.31
H -0.94 -0.12 3.55
C -0.85 -2.15 4.14
H -1.81 -2.45 4.57
H -0.06 -2.67 4.69
C -0.82 -2.51 2.66
H 0.12 -2.14 2.22
C -0.97 -4.01 2.41
O -1.28 -4.32 1.08
C -0.19 -4.29 0.15
C -0.79 -4.00 -1.22
H -0.01 -3.99 -1.98
H -1.51 -4.78 -1.47
H -1.30 -3.04 -1.23
C 0.57 -5.62 0.15
H 1.38 -5.58 -0.56
H -0.11 -6.42 -0.12
H 0.98 -5.83 1.14
H 0.50 -3.48 0.42
H -1.82 -4.39 2.99
H -0.06 -4.54 2.75
H -1.65 -2.00 2.15
H -2.32 -0.01 -0.82
H -1.07 -0.82 0.11
H -2.01 0.46 0.88
```

Calculated values
- Gap between HOMO and LUMO: 8.68 eV
- SMILES: Cc1c(C(=O)N2CCCC2)oc2c1-c1nn(CC(=O)NCCCOC(C)C)cc1CC2
- LUMO: 0.590 eV
- E_HOMO: -8.09 eV
- E: -1415.63121 Ha

natural (NBO) atomic charge list, values in e, 6 entries: -0.637 0.017 0.131 0.636 -0.640 -0.421

***

No. 3
DFT (ωB97M-V/def2-TZVPD) results for an isolated molecule of C23H32N4O6S.

Geometry as XYZ:
```
66
Properties=species:S:1:pos:R:3
C 3.39 -1.20 5.67
C 4.53 -1.70 4.79
H 5.21 -0.88 4.55
H 5.07 -2.51 5.27
O 4.03 -2.26 3.57
C 3.80 -1.42 2.56
O 4.04 -0.24 2.59
C 3.17 -2.15 1.39
C 1.72 -2.50 1.73
H 1.68 -3.17 2.59
H 1.15 -1.60 1.96
C 1.07 -3.18 0.52
N 1.13 -2.31 -0.63
C 0.15 -1.54 -1.15
O 0.37 -0.77 -2.06
C -1.27 -1.69 -0.59
N -1.96 -0.42 -0.53
C -2.75 0.02 -1.60
C -2.56 -0.46 -2.90
C -3.39 -0.06 -3.92
C -4.43 0.84 -3.69
C -4.62 1.32 -2.41
C -3.80 0.90 -1.37
H -3.97 1.28 -0.38
H -5.42 2.01 -2.18
O -5.19 1.17 -4.78
C -6.24 2.08 -4.61
H -6.70 2.20 -5.59
H -6.99 1.69 -3.91
H -5.88 3.05 -4.25
H -3.23 -0.42 -4.92
H -1.74 -1.12 -3.12
S -1.46 0.53 0.76
O -1.08 -0.40 1.79
O -2.48 1.48 1.09
C 0.00 1.42 0.32
C 1.05 1.66 1.20
N 1.95 2.40 0.52
N 1.53 2.67 -0.72
C 0.35 2.10 -0.87
C -0.42 2.23 -2.13
H -0.39 1.29 -2.67
H 0.02 3.01 -2.74
H -1.46 2.47 -1.91
C 3.21 2.87 0.99
H 3.08 3.64 1.76
H 3.74 3.30 0.14
H 3.79 2.05 1.42
C 1.22 1.33 2.64
H 0.46 0.63 2.94
H 1.13 2.23 3.24
H 2.21 0.91 2.81
H -1.84 -2.38 -1.22
H -1.26 -2.06 0.44
C 2.50 -2.02 -1.02
C 3.22 -1.31 0.12
H 2.73 -0.35 0.30
H 4.26 -1.11 -0.16
H 3.00 -2.97 -1.26
H 2.47 -1.39 -1.91
H 1.62 -4.10 0.27
H 0.04 -3.47 0.75
H 3.73 -3.08 1.25
H 3.79 -0.83 6.61
H 2.69 -2.00 5.87
H 2.86 -0.39 5.17
```

Calculated values
- Gap between HOMO and LUMO: 8.44 eV
- SMILES: CCOC(=O)C1CCN(C(=O)CN(c2ccc(OC)cc2)S(=O)(=O)c2c(C)nn(C)c2C)CC1
- LUMO: 0.624 eV
- E_HOMO: -7.82 eV
- E: -1964.29759 Ha

natural (NBO) atomic charge list, values in e, 6 entries: -0.632 -0.077 0.200 0.191 -0.505 0.829

***

No. 4
DFT (ωB97M-V/def2-TZVPD) results for a structure of composition C23H32N6NaO4S2Te.

Geometry as XYZ:
```
69
Properties=species:S:1:pos:R:3
Na -0.30 -0.24 0.62
O 0.64 -2.11 0.13
N 1.07 -3.32 -0.05
C 2.35 -3.59 0.28
C 2.92 -4.82 0.09
C 2.14 -5.82 -0.48
C 0.83 -5.56 -0.79
C 0.23 -4.30 -0.55
S -1.39 -3.98 -0.91
H 2.85 -2.74 0.73
H 3.95 -4.99 0.38
H 2.55 -6.81 -0.67
H 0.19 -6.31 -1.22
O -2.35 -1.23 0.41
C -3.32 -0.69 -0.47
C -4.28 0.13 0.37
C -3.57 1.20 1.21
C -2.81 2.20 0.37
C -3.48 3.28 -0.20
C -2.78 4.16 -1.02
C -1.44 3.92 -1.24
C -0.85 2.82 -0.63
N -1.51 1.97 0.16
H -1.94 -2.04 0.01
H -3.85 -1.49 -0.99
H -2.84 -0.07 -1.24
H -4.81 -0.54 1.04
H -5.02 0.60 -0.29
H -2.88 0.72 1.90
H -4.32 1.74 1.81
H -4.53 3.42 0.00
H -3.28 5.00 -1.48
H -0.84 4.55 -1.89
H 0.20 2.60 -0.78
N 1.83 0.93 -0.89
C 2.85 0.51 0.05
C 4.07 1.44 -0.12
C 5.28 0.86 -0.85
C 5.87 -0.41 -0.20
N 5.69 -0.42 1.24
C 6.30 0.41 2.05
N 5.69 0.74 3.21
N 7.50 0.96 1.78
C 2.38 0.43 1.54
O 3.29 -0.02 2.33
O 1.25 0.74 1.89
H 1.12 0.22 -1.05
H 2.25 0.98 -1.82
H 3.18 -0.53 -0.15
H 4.39 1.82 0.86
H 3.73 2.32 -0.67
H 6.05 1.64 -0.90
H 5.02 0.62 -1.89
H 6.92 -0.55 -0.48
H 5.35 -1.29 -0.58
H 4.64 -0.52 1.57
H 4.70 0.48 3.29
H 6.16 1.30 3.89
H 8.03 0.60 1.00
H 7.98 1.52 2.46
Te -0.10 1.02 -3.75
C -1.01 -0.07 -5.31
C -2.31 -0.03 -5.74
C -2.59 -0.89 -6.83
C -1.49 -1.59 -7.24
S -0.13 -1.21 -6.27
H -3.04 0.62 -5.27
H -3.56 -0.99 -7.30
H -1.44 -2.31 -8.05
```

Calculated values
- Gap between HOMO and LUMO: 4.13 eV
- LUMO: 1.286 eV
- E_HOMO: -2.84 eV
- Charge: -1
- E: -2751.92650 Ha

natural (NBO) atomic charge list, values in e, 6 entries: 0.910 -0.707 0.027 0.003 -0.299 -0.211